Record 1
Below is C17H24ClN2OPTi as an isolated structure in a non-equilibrium geometry, with properties calculated with ωB97M-V/def2-TZVPD.

Structure (XYZ):
```
47
Properties=species:S:1:pos:R:3:nbo_charge:R:1
C 5.374 2.444 1.004 -0.620
C 4.293 1.385 0.461 -0.385
C 4.767 0.828 -0.999 -0.415
C 3.577 0.051 -1.790 -0.388
C 3.306 -1.338 -0.955 -0.419
C 1.919 -1.955 -1.559 -0.414
C 1.166 -2.736 -0.353 -0.407
C 0.124 -1.691 0.341 -0.405
C -1.388 -2.253 0.352 -0.459
C -2.519 -1.089 0.360 0.192
N -3.350 -1.009 -0.797 -0.370
C -4.361 0.009 -0.710 0.145
C -5.373 0.159 -1.915 -0.218
C -6.528 1.192 -1.913 -0.176
C -6.657 2.152 -0.674 -0.205
C -5.652 2.015 0.488 -0.194
C -4.480 0.940 0.527 0.115
N -3.661 0.944 1.705 -0.333
C -2.706 -0.115 1.571 -0.218
P -1.524 -0.368 3.065 1.081
O -2.268 0.337 4.436 -0.920
Cl 0.250 0.846 2.789 -0.325
H 5.784 3.121 0.174 0.229
H 6.249 1.893 1.506 0.237
H 4.862 3.137 1.772 0.226
H 4.216 0.522 1.207 0.222
H 3.233 1.840 0.376 0.088
H 5.066 1.728 -1.664 0.227
H 5.611 0.071 -0.862 0.232
H 2.591 0.637 -1.721 0.159
H 3.849 -0.242 -2.859 0.250
H 3.161 -1.128 0.175 0.174
H 4.146 -2.099 -1.107 0.248
H 1.196 -1.134 -1.931 0.197
H 2.109 -2.735 -2.384 0.241
H 1.942 -3.059 0.443 0.218
H 0.632 -3.680 -0.712 0.235
H 0.454 -1.650 1.453 0.233
H 0.223 -0.619 -0.097 0.103
H -1.510 -2.837 -0.642 0.255
H -1.581 -3.042 1.176 0.262
H -5.287 -0.518 -2.846 0.254
H -7.295 1.320 -2.748 0.249
H -7.487 2.946 -0.662 0.248
H -5.793 2.726 1.380 0.246
H -1.986 1.293 4.404 0.500
Ti 1.307 0.762 0.733 0.804
```

Kohn-Sham gap (alpha / beta) in eV: 6.6 / 5.6
Expectation value of S²: 0.865
F_max in Eh/bohr: 0.124
HOMO energy (alpha / beta) in eV: -10.60 / -9.59
Lowest unoccupied orbital energy (alpha / beta) in eV: -4.034 / -4.027
2S+1: 2
Charge: +1

Record 2
Below is C17H24F5O2PdSe2 as an isolated structure, with properties calculated with ωB97M-V/def2-TZVPD.

Structure (XYZ):
```
51
Properties=species:S:1:pos:R:3:mulliken_charge:R:1
Pd 0.099 0.328 -0.002 0.723
C 1.690 2.718 2.859 -1.305
C 0.674 1.715 3.395 -0.035
C 1.015 1.292 4.827 -1.530
C 0.542 0.473 2.544 1.121
C 1.654 -0.194 2.012 -0.249
C 1.523 -1.416 1.346 -0.884
C 0.268 -2.039 1.210 1.326
C 0.139 -3.413 0.635 -1.747
C -0.858 -1.341 1.680 -0.561
C -0.721 -0.117 2.339 -1.065
H 1.650 3.631 3.452 0.467
H 1.493 2.980 1.819 0.116
H 2.710 2.336 2.930 0.349
H -0.310 2.193 3.408 0.403
H 1.991 0.804 4.866 0.355
H 0.274 0.602 5.232 0.390
H 1.053 2.166 5.476 0.432
H 2.637 0.249 2.113 0.393
H 2.405 -1.904 0.952 0.383
H 0.260 -4.141 1.440 0.415
H 0.906 -3.613 -0.108 0.369
H -0.841 -3.572 0.188 0.388
H -1.845 -1.764 1.540 0.424
H -1.603 0.397 2.703 0.536
O 0.562 5.336 -3.711 -0.526
C -0.583 4.572 -3.382 -1.538
C -0.276 3.791 -2.094 2.143
C 0.101 4.769 -0.979 -0.932
O -0.965 5.655 -0.685 -0.559
C 0.864 2.821 -2.418 -1.649
Se 1.644 1.856 -0.932 -0.083
C -1.543 3.011 -1.755 -1.764
Se -1.555 2.012 -0.097 -0.006
H 0.418 5.785 -4.549 0.357
H -0.836 3.868 -4.184 0.503
H -1.454 5.213 -3.211 0.512
H 1.005 5.312 -1.264 0.503
H 0.310 4.222 -0.059 0.091
H -0.854 6.459 -1.201 0.383
H 1.731 3.381 -2.783 0.698
H 0.578 2.120 -3.199 0.522
H -1.836 2.353 -2.570 0.603
H -2.373 3.698 -1.565 0.623
F -0.945 0.277 -2.712 -0.133
C -0.341 -0.480 -1.782 0.312
F -1.216 -1.459 -1.441 -0.265
C 0.856 -1.155 -2.524 0.644
F 0.385 -2.116 -3.315 -0.242
F 1.721 -1.705 -1.663 -0.211
F 1.509 -0.273 -3.270 -0.197
```

Kohn-Sham gap (alpha / beta) in eV: 6.6 / 6.6
F_max in Eh/bohr: 0.012
HOMO energy (alpha / beta) in eV: -11.74 / -11.74
Lowest unoccupied orbital energy (alpha / beta) in eV: -5.138 / -5.138
Charge: +1

Record 3
Below is C17H24F6N6O10PdS3Se as an isolated structure, with properties calculated with ωB97M-V/def2-TZVPD.

Structure (XYZ):
```
68
Properties=species:S:1:pos:R:3:nbo_charge:R:1
Pd -1.934 -1.777 -0.605 0.389
C -5.279 -1.596 -0.150 -0.423
N -4.306 -1.454 0.918 -0.418
C -4.521 -0.771 2.093 -0.063
C -3.492 -1.018 2.925 -0.134
N -2.602 -1.845 2.254 -0.439
C -1.620 -2.648 2.934 -0.399
C -3.118 -2.182 0.990 0.171
Se -2.868 -3.939 0.212 -0.461
H -6.166 -1.024 0.126 0.176
H -5.541 -2.652 -0.259 0.211
H -4.873 -1.236 -1.097 0.289
H -5.372 -0.123 2.218 0.206
H -3.277 -0.627 3.904 0.203
H -1.052 -2.021 3.626 0.180
H -0.949 -3.074 2.195 0.251
H -2.095 -3.468 3.484 0.185
F 1.940 -0.585 -1.551 -0.331
C 1.141 0.041 -2.430 0.721
F 0.315 -0.849 -2.943 -0.285
F 1.932 0.519 -3.398 -0.324
S 0.230 1.428 -1.569 2.271
O -0.986 0.827 -1.102 -0.915
O 1.179 1.879 -0.572 -1.007
N 0.083 2.582 -2.605 -1.249
S -0.717 2.573 -3.966 2.279
O -1.900 3.376 -3.926 -0.923
O -0.718 1.313 -4.646 -0.923
C 0.466 3.617 -4.927 0.702
F 0.635 4.823 -4.372 -0.326
F 1.668 3.044 -5.039 -0.323
F -0.013 3.804 -6.166 -0.329
C 5.405 1.352 -0.534 -0.620
C 4.041 1.657 0.064 -0.666
S 4.198 1.990 1.799 2.169
O 4.743 0.811 2.434 -0.970
O 4.891 3.248 1.979 -0.970
C 2.502 2.222 2.366 -0.695
C 2.042 1.153 3.357 -0.228
N 1.588 -0.045 2.665 -0.357
C 0.471 -0.095 1.882 0.439
N 0.457 -1.168 1.118 -0.450
C 1.585 -1.859 1.407 -0.001
C 2.295 -1.195 2.368 0.113
N 3.403 -1.677 3.117 0.532
O 3.594 -1.219 4.236 -0.415
O 4.103 -2.528 2.594 -0.391
C -0.621 0.911 1.964 -0.675
H 5.281 1.103 -1.588 0.224
H 5.864 0.503 -0.030 0.226
H 6.070 2.212 -0.454 0.215
H 3.349 0.819 -0.028 0.265
H 3.565 2.529 -0.383 0.258
H 1.864 2.242 1.480 0.291
H 2.502 3.211 2.823 0.249
H 1.206 1.546 3.934 0.215
H 2.836 0.874 4.044 0.265
H 1.809 -2.816 0.964 0.231
H -0.820 1.185 3.002 0.202
H -1.514 0.468 1.528 0.282
H -0.384 1.808 1.392 0.249
C -2.793 -2.736 -4.002 -0.724
C -3.778 -1.762 -3.336 0.780
O -4.958 -1.784 -3.739 -0.776
O -3.305 -1.003 -2.442 -0.835
H -2.520 -2.335 -4.981 0.203
H -3.273 -3.704 -4.151 0.199
H -1.891 -2.854 -3.402 0.203
```

Kohn-Sham gap in eV: 5.0
F_max in Eh/bohr: 0.009
HOMO energy in eV: -1.30
Lowest unoccupied orbital energy in eV: 3.673
Charge: -2

Record 4
Below is C17H24FO4P in the gas phase in a non-equilibrium geometry, with properties calculated with ωB97M-V/def2-TZVPD.

Structure (XYZ):
```
47
Properties=species:S:1:pos:R:3:nbo_charge:R:1
C 1.107 -0.517 3.117 -0.593
C 2.418 -1.188 2.703 -0.499
C 3.072 -0.452 1.578 0.801
O 4.080 0.223 1.729 -0.602
O 2.414 -0.567 0.419 -0.519
C 2.980 0.131 -0.698 -0.059
C 1.857 0.303 -1.745 -0.478
C 0.544 0.532 -1.055 0.003
C 0.197 1.667 -0.410 -0.052
C 1.027 2.914 -0.414 -0.434
C 0.488 4.081 -1.266 -0.423
C -0.827 4.719 -0.905 0.049
F -1.869 3.998 -1.469 -0.376
C -1.042 1.654 0.396 0.499
O -1.391 2.616 1.077 -0.514
C -1.822 0.404 0.511 -0.210
C -1.550 -0.701 -0.205 -0.349
P -2.621 -2.158 0.048 0.787
C -4.039 -1.873 -1.090 -0.918
C -1.741 -3.608 -0.672 -0.715
C -1.482 -4.676 0.419 -0.604
C -0.422 -0.610 -1.162 0.509
O -0.282 -1.417 -2.075 -0.524
H 0.420 -0.497 2.280 0.209
H 0.652 -1.049 3.941 0.218
H 1.311 0.486 3.473 0.212
H 3.096 -1.176 3.543 0.230
H 2.245 -2.230 2.452 0.224
H 3.349 1.097 -0.386 0.199
H 3.792 -0.468 -1.084 0.196
H 2.079 1.126 -2.411 0.229
H 1.829 -0.616 -2.311 0.250
H 1.265 3.220 0.600 0.234
H 1.971 2.696 -0.892 0.212
H 1.252 4.853 -1.216 0.216
H 0.435 3.774 -2.305 0.214
H -0.977 4.802 0.162 0.188
H -0.887 5.715 -1.338 0.160
H -2.630 0.389 1.223 0.234
H -4.833 -1.361 -0.565 0.234
H -4.405 -2.837 -1.419 0.235
H -3.783 -1.275 -1.960 0.231
H -0.781 -3.330 -1.087 0.251
H -2.301 -4.022 -1.502 0.225
H -0.516 -4.475 0.863 0.203
H -2.260 -4.650 1.168 0.209
H -1.418 -5.646 -0.061 0.209
```

Kohn-Sham gap in eV: 7.2
SMILES: CCC(=O)OCCC1=C(CCCF)C(=O)C=C(P(C)CC)C1=O
F_max in Eh/bohr: 0.033
HOMO energy in eV: -8.53
Lowest unoccupied orbital energy in eV: -1.350

Record 5
Below is C17H24IrN3O2Si as an isolated structure, with properties calculated with ωB97M-V/def2-TZVPD.

Structure (XYZ):
```
48
Properties=species:S:1:pos:R:3:nbo_charge:R:1
Ir -1.128 0.175 0.914 1.023
O -4.465 -1.035 -0.717 -0.471
C -3.464 -0.460 -0.454 0.743
O -2.753 -0.761 0.682 -0.659
C -2.885 0.693 -1.228 0.109
C -3.498 1.151 -2.389 -0.215
C -2.924 2.212 -3.041 -0.067
C -1.766 2.820 -2.520 -0.075
C -1.151 3.933 -3.146 -0.150
C -0.049 4.512 -2.594 -0.177
C 0.489 4.010 -1.385 -0.146
C -0.068 2.933 -0.760 -0.218
C -1.204 2.313 -1.321 0.174
N -1.786 1.237 -0.716 -0.417
H -4.395 0.657 -2.734 0.270
H -3.357 2.597 -3.956 0.248
H -1.579 4.314 -4.064 0.239
H 0.417 5.362 -3.071 0.245
H 1.354 4.492 -0.950 0.239
H 0.351 2.550 0.162 0.221
N -2.322 -3.812 4.545 -0.665
C -1.187 -2.909 4.126 -0.236
C -1.668 -1.948 3.042 -0.256
N -0.585 -1.073 2.548 -0.765
H -2.020 -4.473 5.267 0.462
H -2.679 -4.362 3.757 0.453
H -3.109 -3.281 4.929 0.452
H -0.387 -3.557 3.771 0.240
H -0.849 -2.392 5.023 0.240
H -2.470 -1.311 3.419 0.230
H -2.067 -2.494 2.187 0.247
H 0.196 -1.623 2.184 0.425
H -0.204 -0.508 3.305 0.412
C 4.515 -0.215 0.488 -1.106
Si 3.413 -0.660 -0.943 1.584
C 3.561 0.529 -2.360 -1.111
C 3.582 -2.436 -1.466 -1.106
C 1.650 -0.497 -0.282 -0.356
C 0.530 -0.227 0.125 -0.319
H 5.561 -0.271 0.178 0.261
H 4.383 -0.899 1.327 0.241
H 4.330 0.803 0.836 0.247
H 4.565 0.486 -2.788 0.260
H 3.382 1.555 -2.035 0.245
H 2.849 0.290 -3.151 0.251
H 4.582 -2.605 -1.874 0.261
H 2.861 -2.695 -2.242 0.252
H 3.448 -3.119 -0.626 0.242
```

Kohn-Sham gap (alpha / beta) in eV: 6.8 / 6.9
F_max in Eh/bohr: 0.015
HOMO energy (alpha / beta) in eV: -14.15 / -14.15
Lowest unoccupied orbital energy (alpha / beta) in eV: -7.296 / -7.295
Charge: +2

Record 6
Below is C17H24IrN4O7SeSi as an isolated structure in a non-equilibrium geometry, with properties calculated with ωB97M-V/def2-TZVPD.

Structure (XYZ):
```
55
Properties=species:S:1:pos:R:3:nbo_charge:R:1
Ir 0.113 0.046 -0.161 1.273
O -1.911 5.088 4.241 -0.747
C -2.117 3.873 4.423 0.729
O -2.690 3.269 5.347 -0.739
C -1.575 2.957 3.296 -0.039
C -1.010 3.501 2.149 -0.219
C -0.556 2.679 1.136 0.039
N -0.661 1.349 1.227 -0.408
C -1.186 0.806 2.338 0.058
C -1.655 1.573 3.383 -0.192
C -1.252 -0.682 2.287 0.747
O -1.744 -1.369 3.164 -0.637
O -0.788 -1.158 1.166 -0.695
H -0.942 4.577 2.072 0.254
H -0.133 3.060 0.218 0.222
H -2.082 1.101 4.257 0.270
N 1.625 0.251 -1.654 -0.783
C 1.322 1.130 -2.788 -0.352
C -0.017 1.834 -2.586 0.776
O -0.409 2.626 -3.426 -0.659
O -0.636 1.516 -1.499 -0.760
H 2.349 0.588 -1.018 0.432
H 1.883 -0.680 -1.950 0.401
H 1.244 0.550 -3.707 0.222
H 2.094 1.885 -2.931 0.218
C -3.535 0.464 -2.010 -0.415
N -3.575 -0.664 -1.084 -0.343
C -4.606 -0.923 -0.207 -0.074
C -4.304 -2.073 0.432 -0.052
N -3.097 -2.505 -0.068 -0.341
C -2.401 -3.714 0.360 -0.406
C -2.634 -1.618 -0.968 0.298
Se -0.975 -1.724 -1.838 -0.241
H -4.522 0.919 -2.021 0.203
H -3.279 0.102 -3.003 0.226
H -2.787 1.186 -1.697 0.270
H -5.450 -0.265 -0.110 0.233
H -4.823 -2.607 1.206 0.234
H -3.080 -4.280 0.993 0.206
H -1.514 -3.437 0.920 0.264
H -2.124 -4.297 -0.515 0.217
C 4.361 0.287 2.099 -1.132
Si 2.533 -0.028 2.381 1.919
C 1.907 1.285 3.552 -1.156
C 2.355 -1.684 3.238 -1.148
O 1.820 -0.026 0.923 -1.241
H 4.915 0.246 3.041 0.224
H 4.524 1.275 1.657 0.225
H 4.788 -0.459 1.423 0.222
H 2.508 1.311 4.466 0.231
H 0.874 1.096 3.845 0.241
H 1.940 2.280 3.099 0.235
H 2.960 -1.735 4.148 0.222
H 2.659 -2.500 2.577 0.226
H 1.310 -1.856 3.516 0.244
```

Kohn-Sham gap in eV: 7.0
F_max in Eh/bohr: 0.027
HOMO energy in eV: -5.06
Lowest unoccupied orbital energy in eV: 1.954
Charge: -1

Record 7
Below is C17H24IrN4O7SeSi as an isolated structure in a non-equilibrium geometry, with properties calculated with ωB97M-V/def2-TZVPD.

Structure (XYZ):
```
55
Properties=species:S:1:pos:R:3:nbo_charge:R:1
Ir 0.284 -0.109 0.143 1.240
O 5.426 0.024 4.862 -0.745
C 4.335 0.608 5.012 0.726
O 3.913 1.339 5.926 -0.734
C 3.327 0.373 3.866 -0.029
C 3.488 -0.694 2.989 -0.225
C 2.563 -0.913 1.988 0.038
N 1.505 -0.112 1.814 -0.452
C 1.345 0.931 2.648 0.056
C 2.217 1.191 3.683 -0.186
C 0.125 1.748 2.357 0.744
O -0.243 2.664 3.056 -0.599
O -0.529 1.309 1.303 -0.691
H 4.350 -1.336 3.109 0.253
H 2.639 -1.741 1.304 0.216
H 2.032 2.026 4.344 0.269
N -1.042 -1.127 1.372 -0.719
C -1.422 -2.441 0.815 -0.349
C -1.351 -2.467 -0.715 0.768
O -2.042 -3.259 -1.341 -0.677
O -0.519 -1.626 -1.217 -0.771
H -0.643 -1.208 2.300 0.397
H -1.817 -0.471 1.424 0.415
H -2.408 -2.759 1.148 0.213
H -0.690 -3.174 1.159 0.218
C -1.389 -0.634 -4.149 -0.416
N -0.299 0.339 -4.104 -0.344
C 0.651 0.524 -5.084 -0.063
C 1.512 1.461 -4.632 -0.076
N 1.072 1.840 -3.384 -0.343
C 1.736 2.775 -2.485 -0.411
C -0.031 1.144 -3.059 0.293
Se -1.036 1.396 -1.504 -0.161
H -1.346 -1.136 -5.113 0.199
H -2.341 -0.121 -4.036 0.220
H -1.267 -1.350 -3.339 0.279
H 0.638 -0.030 -6.005 0.227
H 2.388 1.888 -5.087 0.229
H 2.538 3.262 -3.036 0.202
H 2.138 2.220 -1.639 0.258
H 1.017 3.509 -2.131 0.232
C 2.703 -1.886 -3.245 -1.155
Si 3.163 -0.962 -1.676 1.935
C 4.483 0.304 -2.108 -1.145
C 3.997 -2.257 -0.602 -1.154
O 1.890 -0.194 -1.044 -1.239
H 3.446 -2.657 -3.469 0.223
H 2.642 -1.221 -4.106 0.218
H 1.731 -2.376 -3.127 0.248
H 5.457 -0.174 -2.250 0.229
H 4.588 1.042 -1.308 0.237
H 4.239 0.837 -3.032 0.213
H 4.695 -2.836 -1.212 0.231
H 3.273 -2.960 -0.180 0.224
H 4.565 -1.814 0.220 0.235
```

Kohn-Sham gap in eV: 7.2
F_max in Eh/bohr: 0.033
HOMO energy in eV: -5.02
Lowest unoccupied orbital energy in eV: 2.152
Charge: -1

Record 8
Below is a 2-piece molecular cluster, C17H24N2O3 overall in a non-equilibrium geometry, with properties calculated with ωB97M-V/def2-TZVPD.

Structure (XYZ):
```
46
Properties=species:S:1:pos:R:3:nbo_charge:R:1
C -3.371 -0.729 0.283 -0.596
H -2.629 -1.297 0.611 0.171
H -4.228 -0.579 0.916 0.219
H -3.791 -1.332 -0.614 0.194
C -2.638 0.612 -0.532 0.234
N -1.753 0.199 -1.357 -0.676
H -1.204 -0.562 -0.967 0.357
C -0.907 1.059 -2.098 0.114
C -0.552 2.186 -1.072 -0.430
C -0.689 1.865 0.416 -0.027
N 0.166 0.574 0.827 -0.635
C 1.556 0.827 1.132 0.632
O 2.070 2.226 1.181 -0.697
C 2.265 -0.272 1.438 -0.191
C 3.763 -0.146 1.114 -0.096
C 4.627 -1.137 1.553 -0.316
C 4.082 -2.206 1.802 0.290
C 2.686 -2.445 2.069 0.288
C 1.652 -1.504 1.714 -0.231
H 0.694 -1.579 2.113 0.237
O 2.417 -3.835 2.317 -0.513
C 3.593 -4.528 2.637 0.300
O 4.551 -3.635 2.131 -0.558
H 3.754 -4.822 3.647 0.177
H 3.535 -5.536 1.555 0.123
H 5.572 -1.054 1.239 0.243
H 4.208 1.008 0.903 0.283
H -0.163 -0.311 0.543 0.379
C -2.056 1.394 0.908 -0.457
H -2.738 2.326 1.006 0.206
H -2.153 0.694 1.681 0.216
H -0.330 2.608 0.986 0.230
H -1.347 3.092 -1.129 0.204
H 0.507 2.719 -1.240 0.252
C 0.407 0.445 -2.429 -0.615
H 0.745 -0.077 -1.531 0.217
H 0.997 1.028 -3.161 0.240
H 0.016 -0.349 -2.833 0.203
C -1.601 1.676 -3.240 -0.607
H -1.834 0.785 -3.804 0.223
H -2.550 2.410 -2.948 0.209
H -0.888 2.364 -3.471 0.213
C -3.845 1.293 -0.901 -0.642
H -4.185 0.875 -1.824 0.209
H -3.585 2.177 -1.249 0.194
H -4.823 1.494 -0.324 0.231
```

Kohn-Sham gap in eV: 7.8
F_max in Eh/bohr: 0.325
HOMO energy in eV: -8.21
Lowest unoccupied orbital energy in eV: -0.456